No. 1
ORCA calculation (the ωB97M-V functional and the def2-TZVPD basis) on the molecule C5H12O.

Calculated values
- E (eV) = -7426.621
- energy above the lowest of the compared OMol25 structures with the same formula, charge and spin (kJ/mol) = 66.6
- charge = 0
- frontier orbital gap (eV) = 11.1

Last column: natural (NBO) charge in e.
Positions of all 18 atoms, in Å:
C1 0.768 -0.012 1.743  -0.051
O1 1.637 -1.088 1.298  -0.759
C2 0.249 0.782 0.558  -0.418
C3 -0.060 -0.039 -0.680  -0.224
C4 -0.469 0.860 -1.856  -0.599
C5 -1.170 -1.066 -0.442  -0.615
H1 1.413 0.536 2.427  0.175
H2 -0.052 -0.535 2.246  0.164
H3 2.435 -1.200 1.805  0.474
H4 1.105 1.420 0.300  0.202
H5 -0.590 1.380 0.918  0.207
H6 0.877 -0.509 -0.983  0.216
H7 0.389 1.517 -2.047  0.202
H8 -0.834 0.433 -2.785  0.215
H9 -1.245 1.552 -1.503  0.193
H10 -1.384 -1.703 -1.298  0.212
H11 -2.073 -0.562 -0.086  0.196
H12 -0.996 -1.766 0.385  0.211

=====

No. 2
ORCA calculation (the ωB97M-V functional and the def2-TZVPD basis) on the molecule C5H12O.

Calculated values
- E (eV) = -7426.775
- energy above the lowest of the compared OMol25 structures with the same formula, charge and spin (kJ/mol) = 51.8
- charge = 0
- frontier orbital gap (eV) = 11.0

Last column: natural (NBO) charge in e.
Positions of all 18 atoms, in Å:
C1 -1.666 -1.198 0.477  -0.613
C2 -0.951 0.170 0.636  -0.401
C3 0.095 0.721 -0.381  -0.237
C4 1.122 1.593 0.369  -0.606
C5 0.802 -0.380 -1.167  -0.061
O1 1.732 -1.057 -0.334  -0.735
H1 -1.008 -2.063 0.313  0.194
H2 -2.434 -1.231 -0.305  0.203
H3 -2.182 -1.416 1.422  0.215
H4 -1.726 0.940 0.741  0.205
H5 -0.443 0.133 1.604  0.199
H6 -0.395 1.377 -1.119  0.198
H7 1.591 1.018 1.174  0.216
H8 1.924 1.938 -0.295  0.208
H9 0.665 2.484 0.818  0.206
H10 1.349 0.044 -2.023  0.168
H11 0.053 -1.069 -1.581  0.167
H12 1.488 -1.983 -0.264  0.472

=====

Computed LUMO (eV) in order:
0.94 0.91
Computed F_max (eV Å⁻¹) in order:
2.1 0.4